[1]
17
Properties=species:S:1:pos:R:3:forces:R:3 method="wB97M-V/def2-TZVPD" gap_ev=10.49 smiles="C=NCC.O.O" relative_energy_ev=1.150 largest_force_ev_per_a=1.371 homo_energy_ev=-9.868 spin_multiplicity=1
O 0.8860 3.6532 -0.8213 0.8 0.6 0.6
O -0.8228 2.0776 1.5952 0.0 0.0 0.1
N -1.0455 -2.2693 -0.5746 0.2 0.2 0.9
C 1.0158 -1.5879 0.5898 0.2 -0.9 0.1
C -1.9094 -1.3564 -0.5358 0.0 0.4 -1.3
C 0.3229 -1.7727 -0.7561 0.3 -0.4 -0.6
H 0.8905 -2.5247 -1.3023 -0.1 -0.1 -0.1
H 0.3285 -0.8773 -1.3870 0.0 0.2 0.2
H 2.0636 -1.8969 0.5474 0.0 0.4 -0.2
H -2.9606 -1.5072 -0.3761 -0.4 -0.6 0.3
H 0.9561 -0.5898 1.0095 -0.2 0.1 0.1
H 1.3510 4.4433 -1.1346 -0.4 -0.2 -0.6
H -0.8255 1.1862 1.9668 0.1 0.2 -0.2
H -0.3992 2.0237 0.7313 -0.1 -0.1 0.0
H -1.6645 -0.3548 -0.8996 0.1 0.4 0.4
H 1.2296 3.6871 0.0857 -0.4 -0.5 0.1
H 0.5835 -2.3342 1.2617 -0.2 0.3 0.2

[2]
71
Properties=species:S:1:pos:R:3:forces:R:3 method="wB97M-V/def2-TZVPD" gap_ev="7.42 / 7.23" largest_force_ev_per_a=0.602 s2=8.78 homo_energy_ev="-7.667 / -8.659" spin_multiplicity=6
Br 2.3473 -1.1308 1.2482 0.0 0.0 0.0
Br -2.8291 -3.6170 3.4881 0.0 0.0 0.0
Br -1.0058 -2.5126 0.3553 0.0 0.0 0.0
Br -0.6073 -0.5021 3.4579 0.0 0.0 0.0
Br 2.0528 -4.6459 -0.2215 0.0 0.0 0.0
Br -1.1860 -6.2218 1.1645 0.0 0.0 0.0
Fe -0.0464 -0.1506 0.8762 -0.1 0.2 0.0
Si 0.1314 1.9614 -1.4600 0.1 -0.2 -0.1
C -5.0482 1.8942 0.5638 0.0 0.0 0.0
C 3.5114 2.4224 0.9300 0.0 0.0 0.0
C -4.1950 1.9924 1.6556 0.0 0.0 0.0
C 1.9178 2.0143 -0.8582 0.0 0.0 -0.1
C -2.8284 1.8639 1.4856 -0.1 -0.1 0.0
C 0.0032 0.5202 -2.6762 0.0 0.0 0.1
C -0.8697 0.5251 -3.7655 0.0 0.0 0.0
C 2.9905 1.6829 -1.6901 0.0 0.0 0.0
C 4.2970 1.7117 -1.2248 0.0 0.0 0.0
C -2.2673 1.6601 0.2090 0.0 0.0 0.0
C -0.3593 5.0485 -4.1976 0.0 0.0 0.0
C 0.0063 3.8529 -3.5977 0.0 0.0 0.0
C -0.4051 3.5442 -2.2998 0.0 0.0 0.1
C 0.6799 -0.6705 -2.3943 0.0 0.0 0.0
C 1.5593 -4.3988 4.2710 -0.3 0.2 -0.5
C -1.1479 5.9583 -3.5058 0.0 0.0 0.0
C 4.5592 2.0783 0.0889 0.0 0.0 0.0
C -0.3930 -1.7889 -4.2255 0.0 0.0 0.0
C 0.4824 -1.8181 -3.1493 0.0 0.0 0.0
C -4.5194 1.6888 -0.7045 0.0 0.0 0.0
C -0.8399 1.5029 0.0433 0.0 -0.1 -0.1
C -1.0628 -0.6132 -4.5361 0.0 0.0 0.0
C -1.1966 4.4718 -1.6198 0.0 0.0 0.0
C -1.5670 5.6693 -2.2156 0.0 0.0 0.0
C -3.1522 1.5890 -0.8865 0.0 0.1 0.1
C 2.2061 2.3896 0.4568 0.0 0.0 0.0
B 0.1680 -2.3158 3.3810 0.0 0.0 0.0
B -0.9046 -3.7900 3.3599 0.0 0.0 0.0
B 1.5935 -2.6228 2.2991 0.0 0.0 0.0
B 2.5729 -3.9616 2.9471 0.1 -0.1 0.1
B -0.0227 -3.2837 1.8783 0.0 0.1 0.0
B 0.0198 -5.1741 4.0368 0.1 0.0 0.1
B 1.7706 -2.7104 4.0763 0.1 0.0 0.1
B 1.4960 -5.4862 2.9159 0.0 0.0 0.1
B -0.1139 -5.0268 2.2441 0.0 -0.1 0.0
B 1.4366 -4.2848 1.5816 0.0 -0.1 0.0
B 0.1964 -3.4547 4.7526 0.1 -0.1 0.1
H -1.7414 -0.5838 -5.3793 0.0 0.0 0.0
H 2.8026 1.3780 -2.7141 0.0 0.0 0.0
H -5.1788 1.6136 -1.5600 0.0 0.0 0.0
H 1.3996 -0.7077 -1.5801 0.0 0.0 0.0
H 5.1125 1.4445 -1.8850 0.0 0.0 0.0
H -0.0303 5.2712 -5.2047 0.0 0.0 0.0
H 1.9926 -6.5540 2.8976 0.0 0.0 0.0
H -0.1197 -3.2462 5.8682 0.0 0.0 0.0
H -1.5384 4.2527 -0.6144 0.0 0.0 0.0
H 0.6211 3.1508 -4.1518 0.0 0.0 0.0
H -2.1702 1.9415 2.3429 0.0 0.0 0.0
H 5.5782 2.0962 0.4539 0.0 0.0 0.0
H 0.9922 -4.0242 3.4256 0.0 0.0 0.0
H -1.4133 1.4304 -4.0150 0.0 0.0 0.0
H 1.3950 2.6654 1.1246 0.0 0.0 0.0
H -6.1184 1.9758 0.7006 0.0 0.0 0.0
H 3.7079 2.7122 1.9546 0.0 0.0 0.0
H -4.5982 2.1607 2.6461 0.0 0.0 0.0
H 1.0099 -2.7288 -2.8941 0.0 0.0 0.0
H -0.3915 -6.0478 4.7112 0.0 0.0 0.0
H -2.1845 6.3746 -1.6741 0.0 0.0 0.0
H 2.4367 -2.0177 4.7591 0.0 0.0 0.0
H -2.7540 1.4360 -1.8817 0.0 0.0 0.0
H -0.5510 -2.6783 -4.8220 0.0 0.0 0.0
H 3.7464 -4.0670 2.9278 0.0 0.0 0.0
H -1.4362 6.8908 -3.9741 0.0 0.0 0.0

[3]
285
Properties=species:S:1:pos:R:3:forces:R:3 method="wB97M-V/def2-TZVPD" gap_ev=8.67 largest_force_ev_per_a=3.527 homo_energy_ev=-8.264 spin_multiplicity=1
O 1.3918 1.0562 1.0412 0.3 0.4 0.0
O 3.7258 -0.4331 2.2270 0.1 -0.1 -0.1
O 1.7484 8.1830 0.3490 2.4 -0.3 -0.2
O 4.2133 0.4396 5.0367 0.8 -0.4 0.2
O 4.8571 -1.6959 -2.3009 -1.2 -1.3 0.0
O 4.2726 -3.3923 2.4162 0.1 1.5 0.1
O 4.1804 2.6678 -5.2502 0.3 0.0 1.3
O 0.4086 4.7830 -4.9824 1.4 -0.1 0.4
O -3.1325 -6.1599 -1.9598 0.1 0.0 0.0
O 2.6753 4.6377 -6.8215 -0.1 1.5 -0.2
O -4.0678 -0.1278 5.2990 -0.3 0.3 -0.6
O -5.3585 5.0976 -0.5480 -0.6 0.0 -0.4
O 1.1323 -2.0138 -4.5830 0.7 -0.5 -0.1
O 2.9787 0.2055 -5.4226 -0.2 -0.5 0.2
N 1.8034 6.7169 0.3935 -0.6 -0.2 0.9
N -2.4832 -5.8908 -0.7230 0.0 0.5 1.9
N 3.8138 1.3564 6.0885 1.3 -0.7 -0.8
N 3.1416 -4.2109 2.1608 -0.4 1.3 1.6
N -4.1416 0.6218 4.0327 0.5 0.4 2.3
N -5.1981 3.7777 -1.0511 -0.3 -0.7 -1.9
N 0.5940 -3.2324 -5.0618 1.4 -1.0 0.3
N 0.2653 0.6918 0.2433 1.0 0.0 -0.6
C -4.8258 -1.4317 2.9006 0.9 0.9 -0.5
C -5.2065 0.0082 3.2932 -2.3 0.2 -1.6
C -2.8439 3.8661 -0.4887 -0.4 -0.8 0.6
C 3.8337 -5.3310 4.3860 -1.0 0.3 -0.3
C 1.6117 -5.8075 3.1442 1.2 -0.5 2.0
C -6.3431 3.4429 -2.0293 -0.5 1.2 1.0
C -0.0972 -5.6439 -4.4205 -1.6 1.6 -0.2
C -6.6949 4.4949 -3.1103 -0.2 -0.8 0.9
C 1.0459 6.1699 -0.8110 1.3 -0.3 1.7
C 2.1442 -3.5542 4.3104 1.9 0.2 -1.2
C -3.3991 -5.0232 0.1152 -0.9 -0.3 -2.0
C -3.5782 2.4803 -2.3858 -1.4 0.1 0.6
C 0.3029 4.2181 0.6242 1.7 -0.4 -0.2
C 2.6747 -4.7357 3.4964 1.1 -0.6 -1.7
C 3.5052 -1.7282 -6.9154 -0.4 0.5 0.5
C 2.3947 1.1088 6.2619 -1.5 1.5 0.5
C 2.0192 -6.8088 2.0467 0.2 0.3 0.8
C 5.1706 1.8509 -3.0381 -0.9 -0.4 -1.2
C -0.0390 6.9569 2.2610 0.5 -0.2 -1.2
C -4.2408 2.0593 4.4964 -0.6 0.5 -1.7
C -2.4391 -6.0701 2.1701 1.9 0.2 -0.3
C -2.7103 -4.7398 1.4760 -2.9 -1.5 0.1
C 0.6852 0.3606 -1.1996 -1.1 -0.3 2.2
C -3.5351 4.9816 -2.5332 0.7 0.3 -0.4
C -0.4749 -2.9470 -5.9689 -2.0 -1.2 -0.2
C 4.7193 2.9904 -3.9344 0.6 1.8 -0.9
C 5.1717 0.2586 0.4767 1.4 -0.4 -0.1
C -1.9046 -0.3741 0.1488 0.0 0.7 0.6
C 5.0303 -2.7893 -3.2282 0.7 -1.2 1.0
C -5.6440 2.3778 2.2924 0.7 0.8 -0.6
C -3.1764 -8.2416 0.0327 0.6 -1.0 0.6
C -0.0887 -2.1425 -7.2299 1.0 0.4 1.7
C -1.2936 -5.4102 -5.3685 0.1 0.7 -1.3
C 1.3177 6.3158 1.7962 -1.9 -1.3 -2.3
C 5.1045 -0.0999 1.9500 0.0 0.7 0.4
C -0.9330 -7.5806 -1.0229 0.9 -0.8 -0.1
C -4.8558 -5.7009 0.0823 0.5 2.3 2.7
C -1.6256 -2.1807 -5.2835 0.2 0.7 -0.6
C -0.2975 6.7697 -0.9372 -2.1 -1.2 -1.0
C -5.3908 2.3317 5.4998 1.2 1.7 -0.5
C 3.4280 -4.0009 -0.1431 0.4 1.2 0.2
C 1.4597 1.1622 5.0467 1.3 1.0 -0.8
C -2.0766 -7.2173 -0.0766 0.2 1.5 -0.6
C 3.8735 5.4305 -6.8480 0.2 -0.9 -1.4
C -2.8827 2.5308 5.0040 1.5 -0.7 -0.4
C 4.0230 3.6385 6.9432 -0.3 -1.0 -1.6
C -1.0408 0.6782 2.3005 1.5 -0.5 -0.4
C 0.8839 4.6555 -0.7162 0.9 0.3 0.0
C 2.3108 -6.0038 0.8254 0.2 0.4 -1.1
C 3.8395 -0.3349 -6.4021 1.6 -0.8 0.2
C -7.6040 3.3952 -1.1117 1.3 -1.0 -0.4
C -5.4196 0.8791 2.0029 1.1 -0.5 0.4
C -0.1602 -1.5345 1.4890 -0.1 0.9 -0.7
C 3.4494 -4.9949 0.9723 -0.2 -0.6 1.2
C 5.9873 2.6252 5.7648 -1.0 1.3 1.2
C -6.0916 2.1123 -2.6741 0.9 1.3 -1.4
C -0.5666 -3.7601 -2.8744 -0.6 1.2 1.2
C -4.4560 2.9158 3.1892 -1.0 -1.1 -0.2
C 3.8477 3.2879 4.4685 -0.3 0.6 -0.8
C 2.5044 3.5519 7.1939 1.2 0.3 1.0
C -3.5257 -3.6295 -0.5758 0.0 0.6 1.1
C 1.3293 1.5988 -1.7650 1.2 -0.6 0.1
C -4.7124 2.1119 -3.3564 0.3 -1.5 1.7
C 1.9556 2.1431 7.3390 -0.6 0.0 -0.5
C -6.6204 -0.1447 3.9315 -0.2 -0.2 -0.2
C 1.7980 -4.4305 -3.3074 -1.1 0.7 0.0
C 4.4033 2.6896 5.7433 0.5 0.2 1.4
C -3.8340 3.7776 -1.6299 -0.3 0.2 -0.2
C 1.9301 6.4585 -1.9860 -0.4 1.4 -1.3
C -0.6575 0.1287 -1.9280 0.6 0.5 0.1
C -1.4753 -6.8755 1.3054 0.8 -0.5 -1.0
C 0.4040 -4.2539 -3.9251 0.7 0.7 -0.2
C -0.4271 5.1887 -6.0256 0.1 -0.4 -0.4
C -0.9221 -4.3720 -6.4519 -1.6 1.4 0.8
C 1.1836 4.7706 1.7401 0.5 -0.3 0.5
C 1.6938 -0.7861 -1.2211 -0.4 -0.9 -0.8
C -1.5967 -0.8379 -1.2374 -0.2 0.7 -0.4
C 2.3799 6.7107 2.7146 1.1 1.1 0.1
C -0.6733 -0.1301 0.9954 0.5 -0.3 1.2
C 2.1638 -0.2695 6.8699 -1.7 -0.8 -0.7
C 4.7793 -5.7019 1.0950 -0.6 -2.0 -1.6
H 1.8177 -5.0803 -2.4548 -0.3 -0.6 0.3
H -1.7451 -4.2596 -7.1775 0.0 0.1 0.4
H 4.5163 5.1467 -7.7531 -0.5 0.1 1.5
H -4.4914 1.1220 -3.7899 -0.2 0.4 -0.1
H 4.0535 -1.9104 -1.7477 1.3 0.3 -0.9
H 1.3675 -2.9881 3.8780 -1.1 0.4 -0.8
H -4.1796 -2.9423 0.1065 1.1 -1.2 -1.2
H 1.5322 -6.2900 4.1522 -0.8 -0.1 -0.9
H -2.4398 5.0789 -2.6707 -0.4 -0.3 0.0
H 0.7961 4.4652 2.7081 -0.4 0.0 0.3
H 5.5007 0.7460 2.6047 -0.9 -0.8 -0.8
H -1.5642 0.0240 2.9762 -0.6 -0.2 0.2
H 1.3946 2.0443 4.3921 0.5 0.0 0.5
H -3.9768 -1.4422 2.2132 0.2 0.0 0.2
H 4.6501 3.3054 7.7776 -0.5 0.1 0.2
H 2.1546 7.5246 -1.9862 -0.2 0.2 -0.3
H -6.5362 -0.7930 4.8141 -0.3 0.1 -0.2
H 0.4804 0.9659 5.3342 -1.9 -0.2 1.0
H 3.4784 -0.0873 3.0851 0.1 0.2 0.7
H 5.4160 -3.7665 -2.7641 -0.4 1.4 -0.1
H -2.2112 -5.0493 -4.8635 0.6 -0.2 0.1
H 4.0725 3.7947 -3.4535 0.5 -1.2 -0.2
H -5.6024 -1.9759 2.4170 -1.0 0.0 -0.7
H 3.4152 -5.5543 5.3856 0.4 0.5 -0.3
H -1.4467 4.9325 -5.7692 -0.3 0.0 0.0
H 4.9991 -6.1776 0.0842 -0.4 -0.2 1.4
H 2.4371 -1.1182 6.1741 -0.5 1.0 0.8
H -0.0174 8.0428 2.2609 0.4 0.1 0.0
H 1.3222 4.8425 -5.3569 -0.7 -0.2 0.4
H -7.2456 -0.6197 3.1268 0.5 0.2 1.0
H 3.8088 2.6607 3.5757 -0.3 -0.6 0.4
H 6.2625 3.7296 5.9909 0.1 -1.9 -0.5
H -2.8008 4.8807 -0.0883 0.3 -0.2 0.0
H -0.9119 -1.9328 2.1629 0.1 0.0 0.4
H -7.5713 2.4331 -0.6289 0.0 -0.3 0.7
H 3.5213 1.9809 -5.1084 -0.2 -0.5 -0.1
H -0.1042 0.9784 2.8745 -1.2 -0.1 -1.1
H -0.3351 6.2532 -6.1745 -0.2 0.5 -0.3
H -4.6269 -2.0345 3.7521 0.6 -0.3 1.0
H 4.2216 -3.2475 0.0883 -0.7 -0.4 -0.4
H 3.8603 0.3937 -7.1976 0.0 0.1 -0.4
H 3.2871 6.5122 2.1841 0.9 0.1 -0.2
H -1.6693 1.5220 2.0283 0.1 0.2 0.2
H -4.5215 3.9624 3.4960 -0.4 0.0 -0.1
H -5.3411 1.6012 6.2665 -0.4 -0.7 0.7
H -6.4666 5.4401 -2.6934 0.3 1.3 0.0
H -0.1871 -6.7970 -0.9329 0.1 0.2 0.0
H -8.5622 3.4120 -1.6249 0.1 0.5 -0.1
H -7.1424 0.7797 4.2105 0.4 -0.3 -0.1
H -0.0340 -2.2784 0.7052 0.0 0.1 -0.3
H 1.3095 -1.7844 -0.9177 0.0 0.8 0.3
H 2.0162 0.3462 1.3248 -0.7 -0.2 -0.7
H -7.7765 4.4240 -3.1540 -0.1 0.3 -0.6
H 4.6624 -4.6131 4.3871 -0.2 -0.3 0.3
H -3.4559 -4.1647 2.0371 0.0 0.0 0.1
H -4.0494 -7.9679 0.5970 0.0 0.4 0.2
H 4.8159 -0.5513 -0.1948 0.3 0.5 0.6
H -2.3796 -6.1187 -2.5611 -0.3 0.1 -0.2
H 5.5847 2.2777 -2.1258 0.3 -0.2 -0.1
H -0.4607 6.9322 -1.9983 -0.4 0.4 -0.1
H 0.7133 -2.5777 -7.8046 0.2 -0.4 -0.1
H 3.9503 -2.4506 2.4192 0.1 -1.1 -0.2
H 4.1786 -6.2838 4.0345 0.3 -0.5 -0.5
H 0.6841 -6.2623 -4.8235 0.3 -0.1 -0.4
H 1.8573 -3.9329 5.2307 -0.8 -0.5 2.0
H -3.5362 -8.5213 -0.9433 0.0 -0.5 -0.3
H -0.3708 -4.1749 -1.8795 0.1 -0.3 -0.2
H -2.7345 -9.0780 0.6243 -0.3 0.1 -0.9
H 1.6724 0.3281 4.4343 0.5 -0.9 -1.1
H 0.8536 2.1759 7.5264 0.7 -0.2 -0.6
H 0.2772 -1.1709 -6.8580 -0.2 -0.1 -0.5
H 2.2996 1.7578 -1.2878 0.1 -0.1 0.0
H -1.9199 -5.9514 3.0981 0.3 0.5 0.8
H 2.8721 -7.4369 2.3155 0.1 0.2 0.2
H -4.7469 2.8467 -4.1001 0.1 0.9 -1.5
H -6.6222 2.6001 2.7847 0.6 -0.4 -0.5
H -1.2136 -1.8240 -1.2530 0.8 -0.9 0.4
H 2.2501 7.7710 2.8453 0.5 0.6 0.4
H -1.1397 6.1183 -0.5928 0.8 0.2 -0.3
H 5.7519 -2.5288 -3.9854 0.3 0.5 -0.1
H -3.5647 2.8368 2.5840 0.5 -0.1 -0.1
H 2.7419 8.4151 0.3246 -2.4 -0.5 0.0
H 3.3222 -2.4824 -6.1016 0.1 0.7 -0.9
H -2.1057 -2.6845 -4.4647 0.0 -0.1 0.3
H -6.2077 1.3414 -1.9791 -0.1 -1.4 1.1
H 2.3427 1.7187 8.2337 0.5 -0.1 1.1
H 2.9799 -2.8470 4.4785 -0.3 -0.4 0.0
H -2.6739 2.6866 -2.8828 1.2 -0.1 -1.0
H 4.8822 -0.1603 5.4399 -0.7 0.7 -0.2
H 4.3972 5.4077 -5.8894 0.2 -0.2 -0.3
H 1.5470 1.3512 -2.8110 -0.3 0.7 -0.1
H -0.5158 -6.1131 -3.5388 0.4 -0.4 0.4
H 5.8648 1.2102 -3.6419 -0.4 0.5 0.9
H -0.9452 -2.0200 -7.8592 -0.6 0.2 -0.3
H -1.0663 1.1361 -2.0317 -0.5 -0.1 0.3
H 2.5569 -0.4896 -0.6116 -0.1 -0.3 -0.2
H -4.9739 -6.4631 0.8711 -0.1 0.4 -0.6
H 1.4069 -5.4697 0.5303 -0.2 0.3 0.1
H -6.2748 4.3552 -4.0930 0.4 0.0 -0.2
H 5.6346 -5.1305 1.2409 1.2 1.8 0.4
H 1.0538 -0.3192 7.1740 1.5 -0.2 -0.7
H 2.6997 -0.5226 -4.8531 -0.2 0.0 0.0
H -3.9853 -3.6290 -1.5945 0.6 -0.2 0.8
H -6.3269 2.3722 4.9699 -0.4 -0.2 0.1
H 1.9592 4.2345 6.5540 -0.2 -0.2 -0.4
H 1.8902 4.1962 -0.9047 -0.9 0.2 0.3
H -2.5310 -0.9626 -1.7647 -0.4 0.3 -0.5
H 1.5174 6.1892 -2.9793 -0.2 0.1 0.7
H 2.4224 -4.7797 -4.0718 1.1 -0.8 -1.0
H 2.4760 3.9903 8.1727 -0.8 0.5 0.7
H -2.4894 0.5536 0.0670 0.0 -0.2 0.2
H -3.2993 -6.6446 2.4394 -0.9 -0.2 -0.2
H -1.3336 -1.1504 -4.9995 0.0 -0.5 0.1
H -2.9095 3.6199 5.0991 0.1 -0.1 0.1
H -5.1012 -6.0503 -0.8887 0.0 -0.5 -0.7
H -5.5806 -4.8763 0.3228 0.5 -0.7 -0.1
H 2.2065 -3.4938 -2.9820 0.0 0.6 0.2
H 4.4222 4.1129 4.0573 0.5 0.4 0.5
H 2.1727 4.2302 1.7396 -0.5 0.9 -0.4
H -2.4383 -1.1210 0.7236 -0.7 -0.1 -0.2
H -1.6315 -6.2676 -5.9631 0.3 -0.3 0.6
H 2.9051 3.7291 -6.7088 0.6 -1.0 0.4
H -1.1042 -7.8394 1.7918 -0.5 1.2 -0.5
H -6.2482 0.4723 1.4298 -0.2 -0.1 0.0
H -0.6302 -2.6649 -2.6566 0.7 -0.7 -0.7
H -0.2067 6.6283 3.2623 -0.2 -0.3 0.8
H 3.5805 6.4415 -7.0577 -0.4 0.5 0.1
H -0.4623 -0.1162 -2.9616 0.2 -0.5 -0.5
H -1.1920 -7.6044 -2.0793 -0.4 -0.2 0.0
H -0.9036 6.6998 1.6441 0.2 -0.3 0.1
H -6.8629 2.0776 -3.4485 0.0 -0.6 0.1
H 4.8804 -0.4743 -6.0767 0.0 0.8 0.7
H 4.1365 -3.0868 -3.7491 -0.6 0.3 -0.1
H 2.6795 -0.3756 7.7867 0.9 -0.2 0.9
H -4.5164 0.6735 1.3674 -0.5 0.7 0.4
H 2.4878 6.2404 3.6670 -0.6 -0.6 0.7
H -5.2851 4.9029 0.3729 -0.1 0.3 1.2
H 2.8812 6.0080 -1.9327 1.1 -0.9 0.4
H -2.4691 -3.2321 -0.5577 -1.3 -0.1 -0.5
H 0.7071 -5.3057 2.8482 -0.6 0.1 0.0
H 4.2937 4.6853 6.6961 0.0 -0.6 0.1
H -3.1417 -0.3335 5.3434 0.7 -0.3 0.1
H -2.3849 -2.0289 -6.0239 -0.6 0.1 -0.5
H 3.5707 -4.3760 -1.1368 0.3 -0.6 -0.4
H -1.9081 3.4851 -0.8670 0.7 0.5 -0.1
H -2.0712 2.2729 4.2475 -1.1 0.4 0.7
H -0.5714 -6.2550 1.0214 -0.9 -0.5 0.9
H 0.3387 3.1332 0.7174 -0.3 -0.1 -0.1
H 2.6656 -1.5351 -7.5287 -1.4 -0.7 -0.5
H 5.7304 -0.9604 2.2229 -0.1 0.0 -0.3
H 0.7899 2.5050 -1.5436 -0.5 -0.1 -0.6
H -3.8226 5.9051 -2.0382 -0.3 0.0 -0.1
H -0.3714 -8.5101 -0.8612 -0.5 -0.1 0.4
H 2.8622 3.7280 4.6813 0.2 -0.4 -0.4
H 4.7516 -6.3884 1.9486 0.1 -0.4 -0.6
H 2.5503 -6.5927 -0.0468 0.1 -0.6 -0.3
H -0.7002 4.5387 0.7305 -1.0 0.4 0.2
H -5.6443 2.8706 1.2479 0.0 -0.4 1.7
H 2.4377 -3.5580 -0.0982 -0.1 0.5 -0.2
H 4.2785 -2.0215 -7.6163 0.4 -0.3 0.2
H 4.6357 1.1747 0.2649 -0.3 0.2 0.0
H -5.2673 3.3475 5.9731 0.1 -0.9 -0.5
H 0.2463 4.4871 -1.5950 0.1 -0.6 0.2
H 5.6640 3.4847 -4.1862 -0.2 0.4 0.0
H 6.4554 1.9506 6.5444 -0.9 0.8 -0.7
H 4.2972 1.2632 -2.7866 -0.1 -0.5 0.3
H -7.4312 4.1773 -0.4011 -0.7 0.5 0.5
H -3.3475 1.7132 -1.6536 -0.3 -0.5 0.1
H -1.8873 -4.0701 1.3800 1.0 0.1 -0.3
H -0.4368 7.6342 -0.3783 0.1 1.9 0.6
H 6.3383 2.3326 4.8030 0.5 -0.1 -0.8
H -1.5957 -3.9750 -3.1156 -0.3 -0.4 0.0
H 6.2460 0.4600 0.2507 -0.7 -0.2 -0.2
H 1.9880 -0.9825 -2.2720 0.3 0.4 0.4
H 1.2114 -7.5024 1.8500 -0.3 -0.1 0.0
H -2.5087 2.0986 5.9514 -0.6 0.2 -0.2
H -3.0770 3.1593 0.3278 -0.3 0.3 -0.2
H -0.1342 4.6547 -6.9333 -0.3 0.2 -0.2
H 0.8042 -1.3951 1.9565 0.2 -0.2 0.5
H -3.9585 4.9341 -3.5439 -0.1 0.0 0.3
H 0.5216 -1.6558 -3.9425 -0.7 0.3 0.5
H -0.1139 -4.6670 -7.0357 1.6 -1.1 -0.9

Number 1: calculated total energy -326.08922 hartree. Number 2: calculated total energy -18277.23925 hartree. Number 3: calculated total energy -4686.31944 hartree.